{"formula": "C77H90FNNbO3", "method": "ωB97M-V with the def2-TZVPD basis set", "elements": ["Nb", "F", "O", "O", "O", "N", "C", "C", "C", "C", "C", "C", "C", "C", "C", "C", "C", "C", "C", "C", "C", "C", "C", "C", "C", "C", "C", "C", "C", "C", "C", "C", "C", "C", "C", "C", "C", "C", "C", "C", "C", "C", "C", "C", "C", "C", "C", "C", "C", "C", "C", "C", "C", "C", "C", "C", "C", "C", "C", "C", "C", "C", "C", "C", "C", "C", "C", "C", "C", "C", "C", "C", "C", "C", "C", "C", "C", "C", "C", "C", "C", "C", "C", "H", "H", "H", "H", "H", "H", "H", "H", "H", "H", "H", "H", "H", "H", "H", "H", "H", "H", "H", "H", "H", "H", "H", "H", "H", "H", "H", "H", "H", "H", "H", "H", "H", "H", "H", "H", "H", "H", "H", "H", "H", "H", "H", "H", "H", "H", "H", "H", "H", "H", "H", "H", "H", "H", "H", "H", "H", "H", "H", "H", "H", "H", "H", "H", "H", "H", "H", "H", "H", "H", "H", "H", "H", "H", "H", "H", "H", "H", "H", "H", "H", "H", "H", "H", "H", "H", "H", "H", "H", "H"], "coordinates": [[0.942, -2.032, -4.084], [1.924, -0.930, 0.156], [-2.226, -4.167, -1.719], [2.117, -5.457, -4.639], [1.240, -7.458, -5.879], [-0.568, -2.828, -0.535], [9.645, 9.550, -4.733], [2.348, -3.432, 3.197], [-6.480, -0.387, -0.082], [7.012, 5.643, -1.467], [-9.861, 8.005, 7.227], [-3.088, 5.128, 3.512], [5.085, -7.765, 8.122], [-5.478, -1.311, -0.375], [4.188, -5.667, 8.915], [-4.224, -1.195, 0.226], [0.729, -7.363, -3.381], [-3.976, -0.160, 1.128], [4.028, -6.859, 8.208], [5.089, -0.879, 1.456], [6.303, -7.475, 8.737], [7.415, 10.463, -4.909], [-3.512, 4.372, 2.419], [-7.678, 7.791, 8.239], [7.133, 10.022, -3.616], [8.104, 9.339, -2.885], [7.148, 0.090, 0.645], [5.402, -5.382, 9.538], [-9.797, -1.329, -4.254], [3.162, -2.382, -1.519], [-5.199, 6.301, 3.520], [4.406, -8.201, -3.285], [-9.113, 4.504, -3.428], [0.991, -3.705, 3.025], [2.048, -4.618, -5.841], [7.997, 3.951, -2.881], [8.671, 10.226, -5.468], [6.656, 3.304, -0.979], [3.002, -3.853, 4.355], [6.461, -6.285, 9.446], [5.403, -7.483, -2.626], [-10.880, -0.635, -4.794], [2.297, -4.542, 5.342], [-11.264, 0.590, -4.249], [-6.230, 0.652, 0.816], [-8.794, 6.264, -1.805], [9.361, 9.104, -3.442], [6.388, -8.157, -1.905], [0.289, -4.401, 4.008], [7.097, -1.020, 2.790], [0.330, -6.141, -2.319], [-8.127, 6.752, 6.105], [-8.030, 3.810, -2.888], [6.373, -9.551, -1.839], [-4.980, 0.762, 1.423], [-2.065, -1.794, -2.687], [7.802, -0.331, 1.803], [-7.250, 7.026, 7.155], [2.385, -0.963, -1.277], [-9.474, 0.434, -2.634], [-9.096, -0.795, -3.173], [4.388, -9.594, -3.215], [0.791, -3.536, -5.848], [7.435, 2.956, -2.082], [-3.929, 6.096, 4.059], [-9.434, 7.237, 6.144], [-7.707, 5.573, -1.268], [5.370, -10.268, -2.490], [-8.982, 8.284, 8.274], [5.741, -1.295, 2.616], [1.392, -6.724, -4.777], [-9.497, 5.729, -2.883], [-10.561, 1.125, -3.171], [-1.335, -1.842, -4.153], [-1.598, -2.962, -1.636], [5.791, -0.182, 0.473], [1.151, -0.641, -2.299], [-5.624, 5.543, 2.429], [7.788, 5.295, -2.572], [-4.779, 4.582, 1.875], [0.941, -4.817, 5.168], [6.441, 4.649, -0.673], [-7.329, 4.344, -1.807], [1.278, -5.622, -1.843], [-6.995, 8.004, 9.058], [-6.233, 6.644, 7.127], [4.033, -1.097, 1.318], [7.695, 0.630, -0.123], [6.215, 2.529, -0.358], [0.394, -3.021, -0.892], [7.167, -7.598, -1.393], [0.393, -5.356, 5.937], [2.072, -5.192, -6.860], [-0.354, -6.507, -1.436], [7.129, -8.178, 8.664], [-8.923, 0.853, -1.797], [-6.615, 5.703, 2.010], [-9.092, 7.220, -1.382], [-0.265, -4.033, -5.933], [-5.673, -2.122, -1.072], [0.481, -3.374, 2.124], [-1.787, -2.670, -4.882], [8.600, 3.679, -3.744], [1.471, -8.134, -2.854], [-3.001, -0.073, 1.600], [0.846, -3.472, -2.979], [0.958, -2.867, -6.822], [-0.767, -4.619, 3.870], [-0.282, -7.873, -3.678], [-9.500, -2.286, -4.676], [7.606, -1.343, 3.695], [2.735, -2.144, -4.277], [5.831, 4.920, 0.184], [8.860, -0.121, 1.936], [3.032, -3.942, -5.829], [2.806, -4.865, 6.247], [5.414, -6.397, -2.676], [2.895, -2.892, 2.429], [-10.119, 7.017, 5.330], [-7.157, 5.992, -0.431], [-12.112, 1.128, -4.666], [8.891, 10.568, -6.476], [3.081, -7.082, 7.725], [-2.101, 4.963, 3.936], [-4.787, 1.568, 2.128], [7.142, -10.077, -1.280], [5.193, -1.834, 3.385], [-3.596, 6.689, 4.907], [4.960, -8.695, 7.575], [7.409, -6.062, 9.928], [7.881, 8.989, -1.880], [-5.109, 3.995, 1.022], [1.002, -0.594, -5.238], [7.603, 1.909, -2.319], [2.461, -3.338, -1.508], [-2.018, -0.726, -2.158], [-2.854, 3.621, 1.990], [6.850, 6.691, -1.225], [8.229, 6.071, -3.193], [10.625, 9.370, -5.166], [-9.658, 4.089, -4.272], [-11.425, -1.050, -5.638], [3.883, -2.528, -0.578], [10.118, 8.575, -2.871], [-9.314, 8.885, 9.116], [-7.733, 2.853, -3.310], [-10.879, 8.386, 7.256], [4.060, -3.643, 4.488], [-7.010, 1.374, 1.042], [-5.857, 7.052, 3.950], [5.354, -11.354, -2.433], [-6.487, 3.801, -1.385], [-10.859, 2.081, -2.748], [-8.253, -1.337, -2.751], [6.657, 10.992, -5.481], [3.642, -7.676, -3.852], [3.608, -10.154, -3.725], [3.364, -4.960, 8.981], [-10.345, 6.267, -3.300], [3.904, -2.375, -2.454], [5.524, -4.456, 10.092], [3.182, -0.100, -1.382], [-3.228, -1.972, -2.889], [5.281, 0.148, -0.428], [-7.792, 6.159, 5.258], [6.156, 10.210, -3.179], [-0.593, -1.898, -0.062], [-0.276, -5.356, -2.982], [-7.455, -0.475, -0.553], [-3.441, -1.912, -0.007], [0.179, -0.519, -1.633], [1.357, 0.450, -2.740], [-1.592, -0.806, -4.688]], "lowdin_charge": [1.425, -0.164, -0.096, -0.140, -0.049, 0.064, -0.098, -0.079, -0.095, -0.099, -0.100, -0.092, -0.094, -0.081, -0.103, -0.082, -0.130, -0.083, -0.102, -0.085, -0.100, -0.097, -0.092, -0.099, -0.093, -0.103, -0.101, -0.098, -0.092, -0.150, -0.104, -0.083, -0.103, -0.077, -0.305, -0.094, -0.099, -0.089, -0.094, -0.101, -0.081, -0.099, -0.100, -0.099, -0.101, -0.099, -0.102, -0.101, -0.091, -0.098, -0.150, -0.098, -0.095, -0.108, -0.102, -0.246, -0.097, -0.094, -0.368, -0.101, -0.087, -0.091, -0.387, -0.093, -0.097, -0.096, -0.094, -0.106, -0.101, -0.083, -0.288, -0.099, -0.102, -0.412, -0.353, -0.089, -0.369, -0.095, -0.096, -0.096, -0.103, -0.089, -0.087, 0.069, 0.099, 0.099, 0.072, 0.085, 0.080, 0.029, 0.097, 0.095, 0.113, 0.081, 0.099, 0.088, 0.091, 0.098, 0.033, 0.105, 0.088, 0.050, 0.099, 0.111, 0.102, -0.095, 0.051, 0.101, 0.117, 0.102, 0.098, -0.118, 0.101, 0.097, 0.100, 0.076, 0.105, 0.084, 0.100, 0.086, 0.098, 0.099, 0.099, 0.102, 0.085, 0.094, 0.083, 0.098, 0.101, 0.098, 0.094, 0.090, -0.150, 0.099, 0.045, 0.106, 0.104, 0.087, 0.090, 0.099, 0.100, 0.098, 0.068, 0.101, 0.098, 0.101, 0.098, 0.088, 0.097, 0.090, 0.095, 0.096, 0.096, 0.094, 0.099, 0.079, 0.103, 0.100, 0.098, 0.069, 0.099, 0.119, 0.109, 0.089, 0.090, 0.101, 0.066, 0.060, 0.075, 0.085, 0.036, 0.053, 0.042], "energy_ha": -3424.95614, "e_homo_ev": -5.46, "total_charge": -1, "lumo_ev": 1.783, "multiplicity": 1}